[1]
C43H36N7O2S3SeTl as an isolated structure. Source: OMol25; level of theory: wB97M-V/def2-TZVPD.

```
! RIJCOSX wB97M-V def2-TZVPD def2/J DEFGRID3
* xyz 0 1
Tl -0.383 0.744 0.305
C -3.377 -0.109 2.876
C -1.972 -0.610 2.996
N -1.024 0.234 3.183
N 0.168 -0.324 3.598
C 1.277 -0.144 3.019
S 1.738 0.557 1.470
S 2.655 -0.608 4.052
C 3.956 -1.148 2.909
C 3.652 -2.368 2.079
C 3.703 -2.307 0.692
C 3.504 -3.447 -0.076
C 3.226 -4.659 0.537
C 3.151 -4.725 1.923
C 3.368 -3.589 2.686
C -1.718 -2.056 2.902
C -2.282 -2.949 3.806
C -1.948 -4.293 3.797
C -1.014 -4.729 2.861
C -0.467 -3.863 1.934
C -0.827 -2.496 1.885
O -0.361 -1.698 0.967
H -3.446 0.937 3.167
H -4.020 -0.707 3.525
H -3.754 -0.233 1.858
H 4.773 -1.364 3.601
H 4.281 -0.323 2.278
H 3.923 -1.358 0.215
H 3.570 -3.389 -1.156
H 3.066 -5.549 -0.059
H 2.925 -5.665 2.410
H 3.303 -3.642 3.766
H -2.969 -2.572 4.558
H -2.376 -4.976 4.519
H -0.696 -5.767 2.862
H 0.296 -4.212 1.250
Se 3.147 4.683 -6.414
N 3.423 3.151 -5.538
C 2.595 3.137 -4.532
C 2.513 2.040 -3.569
C 3.334 0.917 -3.652
C 3.195 -0.075 -2.706
C 2.238 0.091 -1.708
N 1.462 1.162 -1.615
C 1.587 2.120 -2.529
C 0.692 3.290 -2.395
N -0.170 3.270 -1.376
C -0.984 4.300 -1.223
C -0.984 5.409 -2.069
C -0.098 5.432 -3.123
C 0.763 4.349 -3.300
C 1.727 4.287 -4.398
N 1.861 5.220 -5.297
H 4.057 0.850 -4.454
H 3.807 -0.967 -2.723
H 2.092 -0.669 -0.949
H -1.675 4.243 -0.387
H -1.671 6.225 -1.892
H -0.053 6.261 -3.817
C -0.450 4.354 3.633
C -1.821 4.531 3.720
C -2.645 3.926 2.787
C -2.072 3.157 1.777
N -0.754 2.977 1.718
C 0.037 3.551 2.616
C -2.884 2.483 0.717
C -4.187 2.918 0.471
C -4.975 2.318 -0.498
C -4.461 1.275 -1.253
C -3.161 0.843 -1.028
C -2.372 1.430 -0.049
H 0.226 4.802 4.348
H -2.249 5.125 4.517
H -3.718 4.029 2.867
H 1.094 3.329 2.524
H -4.598 3.747 1.032
H -5.983 2.674 -0.668
H -5.067 0.806 -2.018
H -2.749 0.044 -1.627
O -0.552 -0.753 -1.715
S -1.093 -2.175 -1.638
C -1.387 -2.557 -3.398
C -0.614 -3.827 -3.727
C 0.714 -3.674 -2.990
C 0.332 -3.292 -1.566
H -0.970 -1.695 -3.923
H -2.458 -2.611 -3.586
H -0.497 -3.955 -4.803
H -1.143 -4.706 -3.347
H 1.311 -2.882 -3.452
H 1.305 -4.590 -3.005
H 1.077 -2.766 -0.976
H 0.004 -4.154 -0.987
*
```

Properties
E_tot in eV: -162245.8879
LUMO energy in eV: -0.82
Gap between HOMO and LUMO in eV: 5.734
HOMO in eV: -6.559

***

[2]
C15H21NO4PdS4 as an isolated structure. Source: OMol25; level of theory: wB97M-V/def2-TZVPD.

```
! RIJCOSX wB97M-V def2-TZVPD def2/J DEFGRID3
* xyz -2 1
Pd -0.427 2.082 0.218
C -2.878 -0.142 1.605
C -3.500 1.129 2.211
S -3.162 2.643 1.282
C -2.453 3.704 2.565
C -1.234 3.200 3.346
S 0.213 2.783 2.328
C 0.630 1.149 3.018
C -0.444 0.071 2.895
S -1.115 -0.105 1.211
H -3.356 -0.359 0.647
H -3.113 -0.981 2.271
H -3.142 1.261 3.233
H -4.580 0.968 2.284
H -3.225 3.994 3.286
H -2.176 4.604 2.012
H -1.503 2.331 3.949
H -0.965 3.990 4.056
H 0.926 1.226 4.071
H 1.503 0.857 2.429
H -1.278 0.271 3.573
H -0.006 -0.879 3.210
C 0.742 -5.054 -3.539
C 1.206 -3.814 -2.819
C 0.681 -3.458 -1.581
C 1.101 -2.308 -0.924
C 2.070 -1.493 -1.491
C 2.600 -1.837 -2.731
C 2.168 -2.983 -3.385
S 2.567 0.045 -0.692
O 3.931 0.218 -1.188
O 2.457 -0.253 0.735
N 1.541 1.100 -1.088
C 1.489 1.507 -2.485
C 0.483 2.637 -2.809
O 0.668 3.191 -3.917
O -0.433 2.898 -1.989
H 0.020 -5.608 -2.936
H 1.577 -5.725 -3.760
H 0.261 -4.809 -4.490
H -0.077 -4.087 -1.124
H 0.666 -2.024 0.026
H 3.357 -1.199 -3.166
H 2.586 -3.233 -4.356
H 1.155 0.672 -3.126
H 2.467 1.820 -2.865
*
```

Properties
E_tot in eV: -72396.2187
LUMO energy in eV: 4.34
Gap between HOMO and LUMO in eV: 3.961
HOMO in eV: 0.379

***

[3]
C8H10ClGaN as an isolated structure in a non-equilibrium geometry. Source: OMol25; level of theory: wB97M-V/def2-TZVPD.

```
! RIJCOSX wB97M-V def2-TZVPD def2/J DEFGRID3
* xyz -1 1
C -0.563 1.526 -1.057
C 0.271 1.817 0.107
C -0.546 1.749 1.282
C -1.866 1.324 0.885
C -1.883 1.204 -0.572
Ga -0.947 -1.671 0.552
C 1.529 -1.232 1.058
C 1.215 -1.429 -0.339
C 1.997 -1.258 -1.410
N -0.303 -1.726 -1.047
H -0.226 2.014 2.340
H 1.341 2.201 0.060
H -2.780 1.263 1.559
H -2.778 1.026 -1.206
H -0.232 1.554 -2.111
H 2.067 -0.264 1.339
H -0.910 -1.800 -1.996
H 1.670 -2.085 1.789
H 3.114 -1.019 -1.211
H 1.587 -1.289 -2.463
Cl -1.759 -1.906 2.440
*
```

Properties
E_tot in eV: -74842.6641
LUMO energy in eV: 2.91
Gap between HOMO and LUMO in eV: 5.848
HOMO in eV: -2.935

***

[4]
A 2-piece molecular cluster, C5H8O3 overall in a non-equilibrium geometry. Source: OMol25; level of theory: wB97M-V/def2-TZVPD.

```
! RIJCOSX wB97M-V def2-TZVPD def2/J DEFGRID3
* xyz 0 1
C 1.860 -0.822 0.575
O 0.828 -0.116 -0.135
C -0.449 -1.021 -0.499
C -1.222 -0.286 -1.534
O -0.588 -2.125 -0.072
H 2.401 -0.112 1.204
H 2.552 -1.262 -0.143
H 1.445 -1.593 1.230
H -1.175 -0.839 -2.474
H -2.254 -0.180 -1.190
H -0.825 0.721 -1.680
C -0.119 2.491 0.718
C -0.137 1.289 1.022
O -0.955 0.337 1.611
H 0.488 3.159 0.135
H -1.850 0.358 1.232
*
```

Properties
SMILES string: COC(C)=O.C#CO
E_tot in eV: -11452.5052
LUMO energy in eV: 0.40
Gap between HOMO and LUMO in eV: 9.167
HOMO in eV: -8.771